--- one ---
DFT (wB97M-V/def2-TZVPD) results for a molecular structure, C28H51Cl2N2NaO6Sb.

Geometry as XYZ:
```
91
C28H51Cl2N2NaO6Sb wB97M-V/def2-TZVPD
Na -0.21 -0.47 -0.98
N 2.75 -0.09 1.20
N 2.28 -1.40 1.34
C 0.94 -1.66 1.10
O 0.66 -2.89 1.04
O 0.14 -0.73 0.98
H 2.91 0.16 0.23
H 3.60 0.04 1.74
H 2.88 -2.16 1.03
C 0.89 0.61 -4.50
C 0.76 1.36 -3.17
C 1.40 2.74 -3.26
O 1.35 0.60 -2.12
C -0.75 1.54 -2.87
O -1.42 2.13 -3.72
O -1.16 1.04 -1.80
H 1.94 0.54 -4.81
H 0.32 1.13 -5.26
H 0.49 -0.40 -4.38
H 2.43 2.68 -3.62
H 1.39 3.20 -2.28
H 0.82 3.36 -3.94
H 2.23 0.37 -2.44
Cl -1.73 -1.91 -3.37
C -2.94 -1.13 -2.41
Cl -2.72 -1.53 -0.72
H -3.92 -1.48 -2.73
H -2.81 -0.06 -2.52
C 5.47 -6.69 -0.65
C 4.26 -5.80 -0.65
C 3.13 -6.13 0.08
C 1.98 -5.35 0.05
C 0.79 -5.80 0.84
C 1.96 -4.18 -0.72
C 0.70 -3.38 -0.80
O 0.59 -2.32 -1.43
C 3.10 -3.83 -1.45
C 3.16 -2.60 -2.31
C 4.22 -4.65 -1.41
H 5.33 -7.54 0.01
H 6.35 -6.14 -0.34
H 5.65 -7.07 -1.66
H 3.14 -7.03 0.68
H 1.07 -6.62 1.51
H 0.00 -6.14 0.18
H 0.41 -4.96 1.42
H -0.20 -4.01 -0.68
H 2.24 -2.50 -2.87
H 4.01 -2.64 -2.98
H 3.24 -1.71 -1.68
H 5.10 -4.38 -2.00
C -3.80 4.28 1.20
C -3.11 3.35 0.21
C -2.37 4.18 -0.83
C -4.17 2.54 -0.53
Sb -1.65 1.79 1.03
C 0.04 3.14 1.75
C -0.38 4.49 2.34
C 0.89 3.35 0.51
C 0.88 2.40 2.78
C -2.67 1.14 2.97
C -3.38 2.17 3.83
C -3.67 0.08 2.51
C -1.63 0.43 3.82
H -4.30 5.10 0.66
H -3.09 4.73 1.90
H -4.56 3.75 1.77
H -3.07 4.79 -1.40
H -1.85 3.53 -1.53
H -1.65 4.85 -0.36
H -4.89 3.19 -1.02
H -4.72 1.88 0.15
H -3.70 1.92 -1.29
H -0.89 5.10 1.60
H 0.51 5.04 2.67
H -1.03 4.35 3.20
H 0.32 3.84 -0.28
H 1.22 2.38 0.14
H 1.77 3.96 0.73
H 0.39 2.39 3.75
H 1.85 2.89 2.90
H 1.06 1.38 2.46
H -4.29 2.53 3.35
H -2.74 3.03 4.04
H -3.67 1.73 4.79
H -4.41 0.50 1.83
H -4.20 -0.36 3.36
H -3.14 -0.71 1.99
H -1.02 1.14 4.37
H -0.98 -0.18 3.19
H -2.11 -0.23 4.55
```

Results
- Net charge: -1
- Kohn-Sham gap: 6.445 eV

--- two ---
DFT (wB97M-V/def2-TZVPD) results for a molecular structure, C28H51Cl2N2NaO6Sb.

Geometry as XYZ:
```
91
C28H51Cl2N2NaO6Sb wB97M-V/def2-TZVPD
Na 0.30 -0.24 0.65
N 0.71 3.13 -0.52
N 0.86 3.56 0.82
C 0.44 2.74 1.89
O 0.25 3.31 2.98
O 0.31 1.50 1.62
H 1.45 2.47 -0.71
H -0.15 2.58 -0.61
H 0.56 4.52 0.93
C 4.05 -0.11 -0.55
C 2.99 -1.18 -0.35
C 3.60 -2.56 -0.31
O 2.29 -0.93 0.90
C 1.96 -1.11 -1.52
O 2.45 -1.25 -2.65
O 0.75 -0.95 -1.21
H 4.84 -0.20 0.21
H 3.61 0.89 -0.48
H 4.50 -0.22 -1.54
H 4.40 -2.60 0.44
H 4.01 -2.81 -1.29
H 2.84 -3.30 -0.04
H 2.96 -0.83 1.60
Cl -2.19 -1.28 0.16
C -1.67 -2.95 -0.19
Cl -0.16 -3.40 0.62
H -1.53 -3.03 -1.26
H -2.46 -3.61 0.16
C 6.14 -2.09 3.52
C 4.66 -1.92 3.76
C 4.12 -0.67 4.00
C 2.75 -0.48 4.16
C 2.17 0.89 4.43
C 1.92 -1.59 4.04
C 0.42 -1.39 4.06
O -0.24 -1.33 3.05
C 2.43 -2.87 3.85
C 1.52 -4.08 3.76
C 3.80 -3.02 3.71
H 6.69 -1.20 3.80
H 6.34 -2.29 2.46
H 6.54 -2.94 4.08
H 4.78 0.20 4.07
H 2.94 1.66 4.46
H 1.64 0.91 5.40
H 1.43 1.17 3.67
H -0.08 -1.30 5.04
H 1.02 -4.13 2.79
H 0.73 -4.05 4.52
H 2.09 -5.00 3.89
H 4.21 -4.01 3.54
C -0.93 2.44 -5.95
C -0.32 2.13 -4.58
C -0.06 3.45 -3.87
C 1.02 1.40 -4.79
Sb -1.38 0.85 -3.14
C -3.28 1.94 -2.88
C -3.85 2.67 -4.09
C -2.92 2.96 -1.78
C -4.36 1.01 -2.31
C -1.82 -0.95 -4.29
C -1.98 -0.79 -5.80
C -0.62 -1.86 -4.01
C -3.08 -1.62 -3.74
H -0.25 3.13 -6.48
H -1.90 2.92 -5.90
H -1.03 1.56 -6.59
H 0.66 4.04 -4.47
H 0.37 3.34 -2.87
H -0.97 4.05 -3.78
H 1.71 2.06 -5.34
H 0.90 0.49 -5.39
H 1.50 1.10 -3.86
H -3.21 3.49 -4.41
H -4.82 3.11 -3.83
H -4.01 2.01 -4.95
H -2.12 3.64 -2.08
H -2.60 2.47 -0.86
H -3.81 3.56 -1.54
H -4.82 0.40 -3.08
H -5.15 1.62 -1.86
H -3.98 0.34 -1.53
H -1.04 -0.50 -6.28
H -2.75 -0.05 -6.07
H -2.28 -1.76 -6.23
H 0.34 -1.43 -4.33
H -0.76 -2.82 -4.54
H -0.48 -2.06 -2.94
H -4.00 -1.14 -4.10
H -3.12 -1.63 -2.65
H -3.11 -2.67 -4.09
```

Results
- Net charge: -1
- Kohn-Sham gap: 7.064 eV

The computed energies, referenced to the most stable structure and given in eV, are one 0.628; two 0.000.

--- one ---
DFT (wB97M-V/def2-TZVPD) results for 2 unconnected molecules or ions with the total composition C2H9N3O.

Geometry as XYZ:
```
15
C2H9N3O wB97M-V/def2-TZVPD
C -0.13 -0.61 2.10
C -0.49 -0.02 0.76
N 0.08 1.22 0.51
N -1.38 -0.60 0.06
H 0.72 1.63 1.18
H -0.09 1.65 -0.38
H -1.66 -0.07 -0.76
H -0.50 0.04 2.89
H 0.95 -0.69 2.21
H -0.59 -1.59 2.20
N 0.89 -0.61 -2.05
O 0.33 0.65 -2.41
H 0.03 0.62 -3.33
H 0.18 -1.22 -1.62
H 1.65 -0.40 -1.35
```

Results
- Net charge: 0
- Kohn-Sham gap: 10.017 eV

--- two ---
DFT (wB97M-V/def2-TZVPD) results for 2 unconnected molecules or ions with the total composition C2H9N3O.

Geometry as XYZ:
```
15
C2H9N3O wB97M-V/def2-TZVPD
C -1.55 0.55 0.45
C -0.60 -0.36 -0.09
N 1.39 -1.53 0.14
N 1.30 0.85 0.49
N 0.63 -0.35 0.57
O -1.02 -1.63 -0.17
H -2.42 -0.04 0.29
H -1.60 1.33 -0.31
H -1.43 0.81 1.49
H 0.02 0.45 -1.50
H 1.89 -1.24 -0.68
H 2.10 -1.78 0.81
H 1.19 1.14 -0.64
H 0.74 1.58 0.94
H -0.24 -2.22 -0.24
```

Results
- Net charge: 0
- Kohn-Sham gap: 10.023 eV

--- three ---
DFT (wB97M-V/def2-TZVPD) results for 2 unconnected molecules or ions with the total composition C2H9N3O.

Geometry as XYZ:
```
15
C2H9N3O wB97M-V/def2-TZVPD
C 1.09 -1.39 0.34
C -0.07 -0.73 -0.45
N -2.21 0.09 -0.50
N -0.78 0.51 1.29
N -0.95 0.00 0.16
O 1.23 1.58 -0.44
H 0.64 -1.77 1.37
H 1.94 -0.81 0.54
H 1.40 -2.21 -0.24
H -0.27 -1.17 -1.44
H -2.09 -0.10 -1.49
H -2.77 0.88 -0.24
H 0.52 1.61 0.27
H -1.56 0.97 1.72
H 1.67 0.78 -0.15
```

Results
- Net charge: 0
- Kohn-Sham gap: 8.792 eV

--- four ---
DFT (wB97M-V/def2-TZVPD) results for 2 unconnected molecules or ions with the total composition C2H9N3O.

Geometry as XYZ:
```
15
C2H9N3O wB97M-V/def2-TZVPD
N 0.25 0.00 1.69
C 0.15 -1.26 1.87
N 0.03 -2.12 0.77
H 0.56 0.32 0.60
H 0.27 0.71 2.41
H -0.24 -1.69 2.77
H -0.56 -1.75 0.04
H 0.91 -2.40 0.35
N -1.12 1.23 -1.68
C 0.34 1.30 -1.52
O 0.87 0.37 -0.69
H -1.44 0.38 -2.10
H -1.51 1.32 -0.76
H 0.81 1.27 -2.53
H 0.67 2.33 -1.20
```

Results
- Net charge: 0
- Kohn-Sham gap: 7.769 eV

The computed energies, referenced to the most stable structure and given in eV, are one 0.000; two 2.757; three 2.082; four 0.485.

--- one ---
DFT (wB97M-V/def2-TZVPD) results for 2 unconnected molecules or ions with the total composition C2H7NO4S2.

Geometry as XYZ:
```
16
C2H7NO4S2 wB97M-V/def2-TZVPD
C -3.18 -0.75 0.60
C 2.81 -0.74 -0.15
N -2.76 0.14 -0.19
O -0.94 2.26 0.23
O 0.24 -1.45 -0.65
O 3.44 0.18 0.57
O 1.23 1.10 -0.10
S 0.15 2.00 -0.92
S 0.97 -0.65 0.28
H -3.06 -1.77 0.26
H -3.80 -0.50 1.43
H 2.59 -0.55 -1.19
H 3.27 -1.74 0.03
H -2.32 -0.20 -1.02
H -1.68 1.56 0.44
H 3.02 1.10 0.39
```

Results
- Net charge: 0
- Kohn-Sham gap: 8.974 eV

--- two ---
DFT (wB97M-V/def2-TZVPD) results for a molecular structure, C2H7NO4S2.

Geometry as XYZ:
```
16
C2H7NO4S2 wB97M-V/def2-TZVPD
C -2.30 -0.43 -0.86
C 1.53 -0.46 1.54
N 0.24 -1.06 -1.35
O -0.66 1.27 -2.06
O 1.68 1.24 -0.43
O 1.20 2.14 1.78
O -0.49 0.84 0.55
S -0.64 0.14 -1.21
S 1.03 1.11 0.79
H -2.07 -1.57 -0.61
H -2.65 0.25 -0.15
H -2.94 -0.35 -1.82
H 2.51 -0.69 1.16
H 1.51 -0.30 2.70
H 0.83 -1.21 1.28
H 1.22 -0.93 -1.30
```

Results
- Net charge: 0
- Kohn-Sham gap: 11.281 eV

The computed energies, referenced to the most stable structure and given in eV, are one 0.558; two 0.000.

--- one ---
DFT (wB97M-V/def2-TZVPD) results for a gas-phase ion, C4H11N2 (charge +2).

Geometry as XYZ:
```
17
C4H11N2 wB97M-V/def2-TZVPD
C 1.46 -0.67 0.95
C -0.04 -0.66 1.58
C -1.13 -0.68 0.48
N -1.12 0.54 -0.34
C -0.58 0.48 -1.53
N -0.01 1.58 -2.13
H 2.20 0.05 1.36
H 1.43 -0.44 -0.15
H 2.00 -1.58 1.17
H -0.21 0.31 2.28
H 0.01 -1.38 2.28
H -2.20 -0.78 0.99
H -0.90 -1.42 -0.29
H -0.68 1.39 0.07
H -0.79 -0.50 -2.12
H 0.13 1.54 -3.11
H 0.42 2.21 -1.49
```

Results
- Multiplicity: 2
- Net charge: +2
- Kohn-Sham gap (alpha / beta): 10.714 / 5.212 eV
- <S²>: 0.77

--- two ---
DFT (wB97M-V/def2-TZVPD) results for a gas-phase ion, C4H11N2 (charge +2).

Geometry as XYZ:
```
17
C4H11N2 wB97M-V/def2-TZVPD
C 1.08 1.34 0.69
C -0.33 0.76 0.71
C -0.69 -0.04 -0.49
C -1.66 -1.05 -0.41
N -1.84 -2.03 -1.31
N 2.13 0.25 0.47
H 1.46 2.11 1.39
H 1.14 1.99 -0.20
H -0.52 0.16 1.65
H -0.99 1.59 1.03
H -0.22 0.50 -1.36
H -2.22 -1.11 0.51
H -1.49 -1.78 -2.26
H -2.83 -2.46 -1.35
H 2.28 -0.46 1.22
H 1.76 -0.42 -0.28
H 2.93 0.65 -0.01
```

Results
- Multiplicity: 2
- Net charge: +2
- Kohn-Sham gap (alpha / beta): 10.697 / 9.726 eV
- <S²>: 0.76

The computed energies, referenced to the most stable structure and given in eV, are one 3.690; two 0.000.

--- one ---
DFT (wB97M-V/def2-TZVPD) results for C4H4N2O in the gas phase.

Geometry as XYZ:
```
11
C4H4N2O wB97M-V/def2-TZVPD
N -0.88 -0.35 2.67
C -0.80 0.19 1.65
C -0.76 0.89 0.35
O 0.51 1.00 -0.23
C 1.16 -0.18 -0.66
C 0.27 -1.21 -1.23
N -0.42 -2.03 -1.66
H -1.10 1.92 0.50
H -1.47 0.39 -0.33
H 1.86 0.14 -1.44
H 1.73 -0.64 0.16
```

Results
- Net charge: 0
- Kohn-Sham gap: 12.167 eV

--- two ---
DFT (wB97M-V/def2-TZVPD) results for C4H4N2O in the gas phase.

Geometry as XYZ:
```
11
C4H4N2O wB97M-V/def2-TZVPD
C 1.58 0.16 -0.49
C 0.36 0.24 0.40
C -0.46 -1.04 0.22
C -0.71 1.22 -0.02
H 0.95 0.36 1.30
H 0.13 -1.89 0.19
H -1.14 -1.31 0.99
H -0.85 2.24 0.25
N 2.65 0.07 -0.84
N -1.42 0.65 -0.95
O -1.09 -0.70 -1.07
```

Results
- Net charge: 0
- Kohn-Sham gap: 10.982 eV

The computed energies, referenced to the most stable structure and given in eV, are one 0.000; two 1.626.

--- one ---
DFT (wB97M-V/def2-TZVPD) results for a molecular structure, C4H4N2O.

Geometry as XYZ:
```
11
C4H4N2O wB97M-V/def2-TZVPD
C 1.52 -0.89 0.06
C -1.02 1.17 0.02
C 0.18 -0.83 0.10
C 0.17 0.60 0.04
N 1.61 0.55 -0.06
N -1.71 -1.10 0.01
O -2.06 0.27 0.02
H 2.31 -1.61 0.10
H -1.35 2.19 0.04
H 2.15 1.07 0.63
H -1.80 -1.42 -0.96
```

Results
- Net charge: 0
- Kohn-Sham gap: 9.032 eV

--- two ---
DFT (wB97M-V/def2-TZVPD) results for a molecular structure, C4H4N2O.

Geometry as XYZ:
```
11
C4H4N2O wB97M-V/def2-TZVPD
N 2.52 0.77 0.41
C 1.71 0.06 -0.03
C 0.71 -0.75 -0.72
O -0.38 -1.16 -0.01
C -1.23 -0.11 0.24
C -0.82 0.87 1.25
N -0.54 1.73 1.97
H 1.17 -1.66 -1.16
H 0.07 0.21 -1.47
H -0.99 0.56 -0.94
H -2.22 -0.54 0.47
```

Results
- Net charge: 0
- Kohn-Sham gap: 11.259 eV

The computed energies, referenced to the most stable structure and given in eV, are one 3.350; two 0.000.